A molecular structure, C22H54O16S3 at a distorted geometry. Source: the Open Molecules 2025 dataset; level of theory: the ωB97M-V functional and the def2-TZVPD basis.

The geometry in XYZ format:
```
95
C22H54O16S3 (the ωB97M-V functional and the def2-TZVPD basis)
C 2.01653 2.06615 -3.38049
C 1.01488 1.83174 -2.27827
C 1.59922 0.68690 -1.40027
S 3.43585 0.92833 -1.30566
O 4.08569 -0.27673 -1.76320
O 3.84939 1.52580 -0.02581
C 3.36975 2.22067 -2.58048
H 1.94954 2.93042 -4.04127
H 2.06687 1.23726 -4.08655
H 0.08589 1.70928 -2.83512
H 0.97317 2.75338 -1.69782
H 1.38627 -0.26521 -1.88632
H 1.23823 0.61122 -0.37456
H 4.23325 2.13528 -3.24016
H 3.52212 3.13182 -2.00194
C 3.84696 -1.69457 0.13600
C 4.34678 -1.14357 1.42287
C 2.99916 -0.72072 2.18826
S 2.09363 -2.36703 2.13634
O 0.65945 -2.20907 2.17014
O 2.69887 -3.39282 3.03511
C 2.68592 -2.74553 0.35350
H 4.71357 -2.08491 -0.39757
H 3.39561 -0.78049 -0.24981
H 5.04022 -0.30317 1.39171
H 4.79145 -1.90913 2.05872
H 2.42150 0.08083 1.72789
H 3.24354 -0.52697 3.23268
H 1.87114 -2.48284 -0.32120
H 2.89725 -3.80946 0.24628
C -3.26656 -0.24937 -1.53711
C -3.31800 -1.73146 -1.91362
C -2.31137 -2.02862 -3.08087
S -1.35077 -0.53540 -3.30430
O -1.22297 -0.34692 -4.73988
O -0.17550 -0.62566 -2.41543
C -2.69551 0.57508 -2.71491
H -2.67433 -0.26903 -0.62224
H -4.25401 0.18089 -1.36999
H -4.31863 -2.08941 -2.15588
H -2.96612 -2.34863 -1.08694
H -2.76184 -2.18846 -4.06048
H -1.72984 -2.88149 -2.73085
H -3.31045 0.66091 -3.61078
H -2.24114 1.54262 -2.50156
C 0.75174 -3.93867 -1.50176
C 0.51989 -3.93225 -2.95611
O 1.54138 -4.64489 -3.64500
O -0.27212 -3.31934 -0.77996
H 1.61865 -3.32044 -1.26865
H 0.89864 -4.92855 -1.06971
H 0.42420 -2.88399 -3.23911
H -0.41703 -4.38728 -3.27741
H 1.22657 -5.53775 -3.80404
H -0.18851 -2.39329 -1.01878
C -0.66722 0.02311 0.10060
C -0.19515 0.30597 1.47837
O -1.35229 0.94289 2.09722
O 0.26633 -0.93814 -0.51290
H -0.74485 0.91432 -0.52215
H -1.60098 -0.53789 0.13880
H 0.62570 1.00735 1.62792
H 0.10546 -0.55118 2.08089
H -2.13610 0.63043 1.63939
H -0.02223 -1.02611 -1.42427
C -4.17495 0.14606 0.92330
C -3.70020 -1.00142 1.79459
O -3.25826 -0.45081 3.06464
O -2.96988 0.84838 0.64848
H -4.83515 0.79079 1.50343
H -4.65146 -0.33904 0.07141
H -3.02350 -1.57828 1.16419
H -4.48364 -1.69654 2.09647
H -3.22445 0.50529 2.98500
H -3.35758 1.57384 0.15351
C -1.70048 3.11648 0.54109
C -1.46939 3.32385 2.11670
O -0.85578 4.48892 2.32971
O -2.22905 4.24912 -0.13939
H -2.21008 2.23275 0.15712
H -0.67107 3.30394 0.23569
H -1.04671 2.45884 2.62778
H -2.46697 3.41145 2.54717
H -0.97558 5.06566 1.57167
H -3.14793 4.33649 0.12452
C 0.43863 1.99247 3.42786
C 1.63011 1.36926 4.28869
O 1.31200 1.43634 5.67552
O 0.47509 3.29288 3.60236
H -0.51755 1.70663 3.86617
H 0.40969 1.65779 2.39092
H 2.55670 1.93497 4.19116
H 1.94861 0.33549 4.15463
H 2.12446 1.44287 6.18685
H -0.24237 3.75927 3.16724
```

F_max = 11.21 eV/Å
E_HOMO = -8.2 eV
total charge = 0
orbital gap = 7.54 eV

These are the Mulliken partial charges, in e, on atoms 1 to 4:
1 C -1.01
2 C -0.44
3 C 1.15
4 S 1.66

---

A single C2H2Br2S2 molecule at a distorted geometry. Source: the Open Molecules 2025 dataset; level of theory: the ωB97M-V functional and the def2-TZVPD basis.

The geometry in XYZ format:
```
8
C2H2Br2S2 (the ωB97M-V functional and the def2-TZVPD basis)
C 0.65260 1.00137 -0.84702
C -0.44289 1.31252 -1.50781
S 1.88104 0.17783 -0.21169
S -1.52192 0.10012 -2.31978
Br 1.14153 -2.42877 0.43259
Br -1.09043 3.16725 -1.90445
H 1.54900 0.14952 1.15925
H -0.79010 -0.78223 -1.78311
```

F_max = 2.70 eV/Å
relative energy (zero: lowest compared OMol25 entry of this formula, charge and spin) = 275.2 kJ/mol
E_HOMO (alpha / beta) = -8.9 / -8.9 eV
total charge = 0
orbital gap (alpha / beta) = 6.59 / 6.70 eV

These are the Mulliken partial charges, in e, on atoms 1 to 4:
1 C 0.14
2 C 0.34
3 S -0.13
4 S -0.11

---

13 unconnected molecules or ions with the total composition C66H88N2O30 at a distorted geometry. Source: the Open Molecules 2025 dataset; level of theory: the ωB97M-V functional and the def2-TZVPD basis.

The geometry in XYZ format:
```
186
C66H88N2O30 (the ωB97M-V functional and the def2-TZVPD basis)
C -29.94408 11.44691 3.67342
O -31.21683 11.96698 4.03649
C -31.91064 10.84343 4.59788
C -32.95372 11.41849 5.64302
N -33.86677 10.57203 6.46481
C -33.10840 9.83123 7.40051
C -34.05118 8.97686 8.25809
O -34.75154 9.75951 9.22151
C -36.13535 9.58680 9.36325
H -29.29311 12.24576 3.31821
H -29.91212 10.64339 2.93760
H -29.43309 11.14199 4.58667
H -31.35799 10.18379 5.26689
H -32.50182 10.40359 3.79467
H -33.50179 12.22784 5.16065
H -32.23181 11.92989 6.27973
H -34.50404 11.04550 7.08917
H -32.57597 10.57446 7.99402
H -32.37525 9.16329 6.94838
H -33.41564 8.31823 8.85004
H -34.76717 8.42733 7.64699
H -36.75599 9.69659 8.47395
H -36.44378 10.46637 9.92834
H -36.47712 8.66877 9.84129
C -16.43917 12.94270 -3.53058
O -17.35995 13.94984 -3.33208
C -16.76068 15.21033 -3.30434
C -17.86043 16.20954 -3.72290
N -18.62564 16.66546 -2.52414
C -19.66506 17.62759 -2.93531
C -20.94257 16.98239 -3.58132
O -21.68776 16.27701 -2.59744
C -22.96928 15.96295 -3.08047
H -15.97898 12.90439 -4.51793
H -16.88182 11.97475 -3.29549
H -15.57545 13.21361 -2.92337
H -16.03853 15.45001 -4.08483
H -16.28129 15.44438 -2.35383
H -18.47441 15.82051 -4.53516
H -17.43614 17.13160 -4.12023
H -19.11532 15.98792 -1.95735
H -19.25785 18.46103 -3.50773
H -19.94571 17.95800 -1.93523
H -20.76008 16.46706 -4.52432
H -21.58304 17.84252 -3.77647
H -23.49732 16.74619 -3.62437
H -23.63185 15.58901 -2.29993
H -22.80799 15.14369 -3.78111
C -41.88117 14.54378 13.06496
C -42.15292 14.59355 14.41469
C -41.12759 14.81844 15.31265
C -39.80520 14.81804 14.80901
C -39.53001 14.71646 13.41933
C -40.59159 14.57660 12.55718
O -40.39546 14.71424 11.17600
O -41.27603 14.80936 16.64320
H -42.69920 14.44817 12.36632
H -43.11128 14.45686 14.89350
H -38.97161 14.95364 15.48216
H -38.51949 14.74188 13.03907
H -39.50228 14.99769 10.96744
H -40.51426 15.22337 17.05540
C -22.99216 10.43431 -2.35845
C -24.04322 10.06869 -3.19317
C -23.97970 10.30386 -4.57122
C -22.85013 10.97442 -5.11670
C -21.85059 11.39074 -4.24449
C -21.87503 11.08510 -2.89076
O -20.81645 11.48744 -2.07549
O -24.99836 10.01153 -5.42678
H -23.01529 10.11376 -1.32738
H -24.96564 9.73420 -2.74190
H -22.77105 11.25975 -6.15532
H -21.11672 12.09060 -4.61603
H -20.06065 11.63736 -2.64811
H -24.80249 9.89569 -6.35942
C -22.07623 11.99264 4.55202
C -22.88489 12.47569 5.61983
C -22.75562 11.92478 6.81840
C -21.74707 11.05307 7.08772
C -20.95482 10.54189 6.10779
C -21.17063 10.94963 4.84122
O -20.41049 10.42869 3.89932
O -23.62169 12.33100 7.80675
H -22.16696 12.46581 3.58545
H -23.61204 13.25696 5.45473
H -21.60249 10.70598 8.10016
H -20.20470 9.85658 6.47391
H -20.40746 10.84151 3.03262
H -23.96934 13.21410 7.66233
C -30.33314 2.43555 5.92342
C -29.27136 3.08579 5.22620
C -29.51875 4.28507 4.60492
C -30.84522 4.79857 4.55601
C -31.88732 4.07220 5.11846
C -31.66768 2.92361 5.89717
O -32.72831 2.12364 6.23934
O -28.49111 4.96413 4.11064
H -30.07075 1.52972 6.44977
H -28.27365 2.74747 5.46393
H -30.85877 5.69033 3.94691
H -32.83467 4.58062 5.01621
H -32.46419 1.26149 6.56878
H -27.66384 4.51342 3.92605
C -31.46308 18.14808 -2.22420
C -31.08046 17.51331 -1.07132
C -30.04173 18.09258 -0.29970
C -29.43465 19.26590 -0.72622
C -29.90163 19.99132 -1.84842
C -30.95182 19.40023 -2.55656
O -31.48014 20.05142 -3.59075
O -29.66674 17.56123 0.85125
H -32.23792 17.67349 -2.80796
H -31.58244 16.69011 -0.58472
H -28.64791 19.73713 -0.15581
H -29.45703 20.94101 -2.10693
H -31.20239 20.97034 -3.59589
H -29.86604 16.62230 0.83419
C -44.61068 13.30833 5.00388
C -45.30208 13.65243 3.86723
C -46.33945 12.93047 3.42079
C -46.88254 11.99133 4.26642
C -46.26802 11.69547 5.48604
C -44.97990 12.22501 5.72902
O -44.36483 11.93195 6.89383
O -46.88927 13.22413 2.20648
H -43.74172 13.92660 5.17430
H -44.83877 14.48178 3.35348
H -47.82421 11.48948 4.09970
H -46.67595 10.90223 6.09497
H -43.49859 12.30323 7.07646
H -47.51779 12.57869 1.87486
C -37.41579 10.82947 19.94346
C -36.49874 11.27208 19.00224
C -36.32042 10.56636 17.88806
C -36.98303 9.35889 17.64742
C -37.83190 8.82900 18.67486
C -38.02958 9.58455 19.85184
O -38.97118 9.29313 20.78432
O -35.46312 10.94675 16.93312
H -37.58373 11.42502 20.82863
H -35.99902 12.21141 19.18756
H -36.91255 8.72030 16.77930
H -38.33599 7.88336 18.54045
H -39.15211 8.35875 20.91000
H -35.68483 10.41138 16.16772
C -37.02089 0.71181 12.80611
C -36.62098 1.91829 11.97623
O -37.21812 2.94690 12.74086
C -38.17184 2.50587 13.57955
O -38.91914 3.22413 14.24228
O -38.12293 1.20236 13.50859
H -36.15004 0.33029 13.33918
H -37.36953 -0.09162 12.15722
H -36.99362 1.67657 10.98083
H -35.54643 2.10032 11.99396
C -39.30378 10.09641 2.24902
C -39.43157 10.38835 3.75632
O -38.75528 11.56756 3.89304
C -38.84022 12.24299 2.73344
O -38.77736 13.43504 2.54075
O -38.98093 11.32883 1.76511
H -40.32843 9.75544 2.10088
H -38.61234 9.25837 2.16128
H -38.92341 9.60275 4.31553
H -40.46973 10.35112 4.08638
C -39.79339 1.86340 5.40926
C -38.85400 3.00895 5.45110
O -39.81796 4.04563 5.15795
C -41.10690 3.67070 5.25911
O -42.03942 4.25360 4.86985
O -41.09879 2.48186 5.68010
H -39.63265 0.98184 6.02983
H -39.91081 1.45908 4.40386
H -38.00143 2.92847 4.77675
H -38.47113 3.12748 6.46473
C -28.29182 4.73043 12.55752
C -29.34098 5.55556 13.31406
O -30.26644 4.53170 13.71172
C -29.93470 3.33382 13.25414
O -30.52418 2.28637 13.38773
O -28.71800 3.38270 12.56393
H -27.34648 4.76642 13.09896
H -28.24996 5.09793 11.53220
H -29.79607 6.16171 12.53074
H -29.07639 6.18296 14.16522
```

F_max = 5.82 eV/Å
E_HOMO = -7.8 eV
total charge = 0
orbital gap = 7.61 eV

These are the Mulliken partial charges, in e, on atoms 1 to 4:
1 C -0.71
2 O -0.31
3 C -0.41
4 C -0.80

---

A single C8H12NO2P molecule at a distorted geometry. Source: the Open Molecules 2025 dataset; level of theory: the ωB97M-V functional and the def2-TZVPD basis.

The geometry in XYZ format:
```
24
C8H12NO2P (the ωB97M-V functional and the def2-TZVPD basis)
C 1.86387 1.90950 -0.11260
C 2.92128 1.06553 0.03510
C 0.51181 1.48552 -0.13663
C 2.87056 -0.44606 0.00760
C 1.78277 -1.19353 -0.11400
C 0.07908 0.22778 -0.19013
C -2.26453 -0.57297 -1.52971
C -2.64407 0.03379 1.31201
N 4.09190 -1.15750 0.04946
O -1.19847 -2.07634 0.32888
O 1.50848 -2.48719 -0.07169
P -1.41819 -0.67525 0.05464
H 2.15781 2.90400 -0.12613
H 3.98114 1.27832 0.05466
H -0.08901 2.38860 -0.10066
H -3.21406 -1.12731 -1.50527
H -2.67250 0.30995 -1.88943
H -1.68083 -0.93174 -2.24774
H -3.06413 -0.83565 1.59315
H -1.90691 0.45117 2.10509
H -3.34201 0.73919 0.77795
H 4.09075 -2.10234 0.37930
H 4.81671 -0.59757 0.53469
H 0.63462 -2.52730 0.40131
```

F_max = 5.59 eV/Å
relative energy (zero: lowest compared OMol25 entry of this formula, charge and spin) = 487.8 kJ/mol
E_HOMO = -7.8 eV
total charge = 0
orbital gap = 8.04 eV

These are the Mulliken partial charges, in e, on atoms 1 to 4:
1 C -0.74
2 C -0.50
3 C 0.08
4 C 0.22

---

A single C4H4N2OS molecule at a distorted geometry. Source: the Open Molecules 2025 dataset; level of theory: the ωB97M-V functional and the def2-TZVPD basis.

The geometry in XYZ format:
```
12
C4H4N2OS (the ωB97M-V functional and the def2-TZVPD basis)
C 0.98823 0.70550 0.37793
C 2.54562 0.01834 -0.13997
C -1.03448 1.19351 -0.40175
C 0.59935 -0.71349 0.54869
N 0.24395 1.59274 -0.08836
N 1.81402 -1.09616 -0.15324
O 3.66741 0.42726 -0.21865
S -1.04243 -0.68358 -0.28958
H -1.74876 1.55102 0.31506
H -1.35729 1.26772 -1.38351
H 0.66064 -1.27950 1.44706
H 2.00003 -2.02703 -0.50635
```

F_max = 3.69 eV/Å
SMILES = O=C1N[C@@H]2SCN=C12
relative energy (zero: lowest compared OMol25 entry of this formula, charge and spin) = 260.2 kJ/mol
E_HOMO = -9.2 eV
total charge = 0
orbital gap = 9.44 eV

These are the Mulliken partial charges, in e, on atoms 1 to 4:
1 C 0.23
2 C 0.32
3 C -0.37
4 C -0.04

---

2 unconnected molecules or ions with the total composition C5H13N2. Source: the Open Molecules 2025 dataset; level of theory: the ωB97M-V functional and the def2-TZVPD basis.

The geometry in XYZ format:
```
20
C5H13N2 (the ωB97M-V functional and the def2-TZVPD basis)
C -0.58155 -1.29289 0.60132
C 0.10526 -2.42004 0.39357
N 1.38674 -2.52471 -0.02100
N -1.97226 -1.35464 1.06669
H -0.22610 -0.27971 0.51321
H -0.32806 -3.40114 0.57209
H 1.68990 -3.38532 -0.42361
H 1.89602 -1.70140 -0.29130
H -2.64524 -1.07092 0.34540
H -2.14652 -0.75517 1.87835
H -2.23380 -2.29881 1.36034
C -0.21833 2.35468 0.14312
C 0.51817 1.89110 -1.08909
C 1.63324 2.45994 -1.53233
H 0.08217 1.76943 1.02140
H 0.03448 3.39438 0.34270
H -1.30302 2.25408 0.07708
H 0.14975 0.96767 -1.53002
H 2.12497 2.07151 -2.41264
H 2.03420 3.32195 -1.01526
```

F_max = 0.65 eV/Å
relative energy (zero: lowest compared OMol25 entry of this formula, charge and spin) = 260.5 kJ/mol
E_HOMO = -12.6 eV
total charge = +1
orbital gap = 8.94 eV

These are the Mulliken partial charges, in e, on atoms 1 to 4:
1 C -0.03
2 C -0.24
3 N -0.39
4 N -0.28